Record 1
The following is a quantum chemistry calculation of C35H41AgN4O3S2Te as an isolated structure, from OMol25.

The geometry in XYZ format:
```
87
Properties=species:S:1:pos:R:3:lowdin_spin:R:1
Ag 1.343 -3.190 -0.634 0.09
C -1.351 -6.168 0.758 0.00
O -0.870 -5.041 0.032 0.00
C -1.721 -4.345 -0.745 0.00
S -3.295 -4.846 -0.977 0.00
S -0.992 -2.973 -1.465 0.01
H -0.533 -6.433 1.425 0.00
H -1.577 -6.989 0.077 0.00
H -2.247 -5.914 1.323 0.00
C 5.391 -2.405 -1.516 0.02
C 3.949 -2.715 -1.189 0.05
O 3.595 -3.921 -0.969 0.11
N 3.053 -1.781 -1.139 0.61
Te 3.174 0.754 -0.976 0.05
C 3.072 2.915 -1.133 0.04
C 2.745 3.693 -0.014 0.00
C 2.364 3.133 1.335 0.00
C 2.752 5.087 -0.108 0.00
C 3.075 5.743 -1.279 0.00
C 3.077 7.244 -1.361 0.00
C 3.414 4.966 -2.378 0.00
C 3.427 3.579 -2.322 0.00
C 3.802 2.841 -3.574 0.00
C 1.521 0.402 -2.266 0.00
C 1.715 -0.060 -3.564 0.00
C 3.045 -0.466 -4.138 0.00
C 0.601 -0.301 -4.371 0.00
C -0.689 -0.152 -3.907 0.00
C -1.881 -0.481 -4.759 0.00
C -0.859 0.243 -2.586 0.00
C 0.219 0.510 -1.756 0.00
C -0.067 0.834 -0.319 0.00
H 5.970 -3.322 -1.420 0.01
H 5.791 -1.639 -0.851 0.00
H 5.476 -2.027 -2.535 0.00
H 2.682 2.102 1.466 0.00
H 1.280 3.159 1.471 0.00
H 2.802 3.741 2.128 0.00
H 2.497 5.670 0.771 0.00
H 2.725 7.689 -0.432 0.00
H 2.433 7.598 -2.168 0.00
H 4.080 7.630 -1.556 0.00
H 3.688 5.454 -3.308 0.00
H 4.379 3.485 -4.238 0.00
H 2.911 2.511 -4.113 0.00
H 4.386 1.950 -3.353 0.00
H 3.877 -0.257 -3.471 0.00
H 3.227 0.027 -5.096 0.00
H 3.031 -1.543 -4.311 0.00
H 0.762 -0.667 -5.380 0.00
H -1.584 -0.715 -5.781 0.00
H -2.587 0.352 -4.793 0.00
H -2.409 -1.344 -4.351 0.00
H -1.859 0.293 -2.173 0.00
H -1.143 0.834 -0.148 0.00
H 0.337 1.803 -0.028 0.00
H 0.380 0.087 0.340 0.00
C -7.097 1.993 3.529 0.00
C -6.274 0.737 3.570 0.00
C -6.469 -0.226 4.552 0.00
C -5.704 -1.380 4.597 0.00
C -4.721 -1.611 3.641 0.00
N -3.981 -2.807 3.678 0.00
C -2.614 -2.995 3.535 0.00
O -2.139 -4.109 3.592 0.00
N -1.880 -1.851 3.363 0.00
C -0.525 -1.788 3.006 0.00
C 0.189 -0.626 3.274 0.00
C 1.500 -0.524 2.843 0.00
C 2.046 -1.584 2.132 0.00
N 1.360 -2.694 1.878 0.00
C 0.112 -2.812 2.317 0.00
C -4.542 -0.672 2.624 0.00
C -5.298 0.487 2.608 0.00
H -7.758 2.057 4.392 0.00
H -7.715 2.031 2.631 0.00
H -6.464 2.881 3.525 0.00
H -7.229 -0.067 5.309 0.00
H -5.863 -2.110 5.382 0.00
H -4.430 -3.634 4.041 0.00
H -2.326 -0.972 3.577 0.00
H -0.289 0.197 3.794 0.00
H 2.078 0.372 3.017 0.00
H 3.046 -1.532 1.719 0.00
H -0.411 -3.722 2.067 0.00
H -3.844 -0.872 1.822 0.00
H -5.142 1.199 1.807 0.00
```

Total charge: -1
Orbital gap (alpha / beta), hartree: 0.247 / 0.250
Energy, eV: -82028.362
<S²>: 0.760
2S+1: 2
Molecular weight, g mol⁻¹: 865.340
Relative energy (zero: lowest compared OMol25 entry of this formula, charge and spin), kJ/mol: 0.0

---

Record 2
The following is a quantum chemistry calculation of C35H41BiFIN10O3SSi as an isolated structure in a non-equilibrium geometry, from OMol25.

The geometry in XYZ format:
```
94
Properties=species:S:1:pos:R:3:lowdin_charge:R:1
Bi -0.746 0.236 0.853 1.83
C 2.755 1.595 -1.719 -0.01
C 1.901 1.077 -0.599 -0.27
N 0.667 1.536 -0.453 -0.08
N 0.363 2.618 -1.138 0.04
C -0.740 2.994 -1.672 -0.30
N -0.765 4.230 -2.212 0.20
S -2.707 2.048 0.970 0.34
C 2.426 0.182 0.377 -0.29
C 3.746 -0.304 0.348 0.00
C 4.185 -1.098 1.383 -0.04
C 3.324 -1.386 2.439 -0.02
C 2.033 -0.891 2.384 -0.13
N 1.607 -0.135 1.393 -0.04
H 2.115 2.014 -2.492 0.08
H 3.364 0.801 -2.143 0.07
H 3.414 2.391 -1.367 0.10
H -0.096 4.893 -1.850 0.12
H -1.665 4.583 -2.508 0.07
H 4.405 -0.058 -0.467 0.11
H 5.187 -1.498 1.368 0.11
H 3.643 -1.983 3.277 0.11
H 1.319 -1.098 3.166 0.11
C -2.336 -4.444 -0.559 -0.03
C -1.760 -3.581 -1.629 -0.28
N -1.276 -4.153 -2.693 0.12
C -0.830 -3.390 -3.705 -0.16
C -0.831 -2.020 -3.687 -0.20
C -0.396 -1.281 -4.931 -0.23
O -1.407 -0.469 -5.492 -0.06
C -1.267 -1.359 -2.509 -0.10
C -1.356 0.051 -2.493 -0.09
N -1.742 0.777 -1.498 -0.02
C -2.034 2.157 -1.744 -0.44
C -2.806 2.446 -2.997 -0.01
C -3.545 3.562 -3.118 -0.11
C -3.766 4.430 -2.004 -0.14
C -3.457 3.974 -0.751 -0.15
C -2.724 2.795 -0.562 -0.63
I -4.580 0.433 0.968 0.44
C -1.756 -2.144 -1.406 -0.36
O -2.161 -1.667 -0.323 -0.20
H -2.245 -5.491 -0.840 0.08
H -3.386 -4.185 -0.423 0.09
H -1.842 -4.246 0.391 0.07
H -0.473 -3.938 -4.569 0.10
H -0.057 -2.019 -5.676 0.12
H 0.440 -0.600 -4.734 0.11
H -2.213 -0.993 -5.569 0.10
H -1.131 0.545 -3.441 0.12
H -2.755 1.727 -3.796 0.10
H -4.057 3.769 -4.047 0.11
H -4.299 5.355 -2.140 0.09
H -3.819 4.489 0.125 0.11
C 2.300 2.753 2.788 -0.16
Si 0.384 2.878 2.920 0.43
C -0.183 3.732 4.538 -0.16
C -0.136 4.140 1.593 -0.18
N -0.392 1.334 2.811 -0.29
C -0.407 0.495 3.903 -0.38
C 0.492 0.587 4.977 -0.08
C 0.440 -0.265 6.062 -0.09
C -0.503 -1.276 6.133 -0.10
C -1.405 -1.408 5.090 -0.01
C -1.352 -0.534 4.027 -0.24
F -2.299 -0.676 3.056 -0.07
H 2.790 3.628 3.206 0.03
H 2.612 2.671 1.749 0.01
H 2.689 1.878 3.303 0.01
H 0.512 4.512 4.832 0.03
H -0.271 3.041 5.368 0.01
H -1.156 4.196 4.403 0.03
H 0.096 5.143 1.940 0.04
H -1.200 4.108 1.392 -0.02
H 0.396 3.992 0.661 0.00
H 1.260 1.340 4.943 0.09
H 1.159 -0.143 6.860 0.10
H -0.541 -1.943 6.980 0.10
H -2.162 -2.177 5.087 0.12
C 2.040 -4.961 -2.556 -0.03
N 1.688 -4.037 -1.511 -0.08
C 1.136 -4.418 -0.238 -0.02
C 0.781 -3.035 0.357 -0.48
O 0.319 -2.837 1.457 0.04
N 1.093 -2.089 -0.568 0.17
C 1.590 -2.702 -1.619 -0.41
N 2.060 -2.018 -2.684 0.22
H 1.705 -5.956 -2.273 0.10
H 3.123 -4.975 -2.716 0.09
H 1.539 -4.694 -3.490 0.07
H 1.856 -4.949 0.391 0.14
H 0.239 -5.029 -0.357 0.12
H 1.711 -1.075 -2.735 0.09
H 2.128 -2.507 -3.563 0.10
```

Orbital gap, hartree: 0.194
Energy, eV: -93374.602
Molecular weight, g mol⁻¹: 1064.815
Relative energy (zero: lowest compared OMol25 entry of this formula, charge and spin), kJ/mol: 187.9

---

Record 3
The following is a quantum chemistry calculation of a 2-piece molecular cluster, C35H41N2OSi overall in a non-equilibrium geometry, from OMol25.

The geometry in XYZ format:
```
80
Properties=species:S:1:pos:R:3:lowdin_charge:R:1
C 5.061 2.087 0.518 -0.15
Si 4.790 0.433 1.315 0.41
C 6.261 -0.689 1.122 -0.15
C 4.321 0.609 3.107 -0.14
O 3.561 -0.316 0.463 -0.16
C 2.169 -0.489 0.648 -0.34
C 1.903 -1.665 1.623 -0.15
C 2.906 -2.599 1.883 -0.04
C 2.671 -3.647 2.778 -0.05
C 1.415 -3.792 3.367 -0.07
C 0.392 -2.891 3.066 -0.06
C 0.635 -1.830 2.188 -0.07
C 1.532 0.850 1.047 -0.17
C 1.082 1.080 2.347 -0.04
C 0.420 2.277 2.646 -0.05
C 0.286 3.263 1.671 -0.07
C 0.867 3.084 0.411 -0.07
C 1.539 1.893 0.115 -0.07
C 1.649 -0.957 -0.758 -0.16
C 2.248 -2.301 -1.211 -0.09
C 1.175 -3.369 -0.992 -0.12
C -0.157 -2.620 -0.843 -0.12
N 0.205 -1.212 -0.747 -0.01
C -0.712 -0.241 -0.705 -0.01
C -2.075 -0.473 -0.527 -0.06
C -3.004 0.526 -0.237 0.01
C -4.358 0.179 0.155 -0.21
C -5.429 1.084 -0.042 -0.01
C -6.725 0.750 0.346 -0.06
C -6.984 -0.481 0.971 -0.05
C -5.937 -1.390 1.175 -0.06
C -4.642 -1.069 0.774 -0.02
H 5.859 2.622 1.053 0.04
H 5.364 1.965 -0.531 0.04
H 4.151 2.700 0.544 0.02
H 7.138 -0.210 1.578 0.04
H 6.103 -1.657 1.616 0.03
H 6.477 -0.875 0.061 0.04
H 5.233 0.852 3.671 0.05
H 3.594 1.417 3.260 0.03
H 3.899 -0.319 3.514 0.04
H 3.881 -2.505 1.395 0.11
H 3.485 -4.341 2.996 0.11
H 1.230 -4.614 4.060 0.11
H -0.600 -2.994 3.510 0.11
H -0.156 -1.108 1.964 0.11
H 1.249 0.333 3.126 0.12
H 0.015 2.414 3.650 0.12
H -0.254 4.185 1.895 0.11
H 0.820 3.870 -0.346 0.11
H 2.057 1.768 -0.842 0.13
H 1.879 -0.169 -1.497 0.16
H 2.422 -2.196 -2.289 0.13
H 3.207 -2.524 -0.738 0.12
H 1.117 -4.058 -1.841 0.12
H 1.372 -3.958 -0.087 0.11
H -0.809 -2.796 -1.714 0.14
H -0.710 -2.954 0.051 0.13
H -0.334 0.780 -0.795 0.12
H -2.417 -1.512 -0.605 0.11
H -2.705 1.552 -0.032 0.11
H -5.213 2.040 -0.526 0.12
H -7.542 1.450 0.168 0.11
H -7.995 -0.728 1.301 0.11
H -6.127 -2.351 1.657 0.11
H -3.827 -1.773 0.957 0.11
N -2.326 2.433 -1.879 0.06
C -2.651 2.255 -3.233 -0.31
C -2.457 3.283 -4.179 -0.03
C -2.727 3.036 -5.525 -0.08
C -3.227 1.788 -5.931 -0.09
C -3.459 0.785 -4.981 -0.08
C -3.175 1.018 -3.635 -0.04
H -1.531 1.868 -1.594 0.05
H -2.113 3.404 -1.653 0.10
H -2.057 4.244 -3.848 0.11
H -2.548 3.816 -6.268 0.11
H -3.441 1.598 -6.984 0.11
H -3.863 -0.183 -5.277 0.11
H -3.349 0.262 -2.871 0.09
```

Total charge: +1
Orbital gap, hartree: 0.243
Energy, eV: -49861.488
Molecular weight, g mol⁻¹: 533.812

---

Record 4
The following is a quantum chemistry calculation of C35H41N7O9Zr as an isolated structure, from OMol25.

The geometry in XYZ format:
```
93
Properties=species:S:1:pos:R:3:lowdin_charge:R:1
Zr 0.782 0.364 -0.371 1.93
O 0.859 -3.910 2.802 0.10
C 0.374 -3.085 2.064 -0.42
O 1.086 -1.978 1.626 -0.06
C -0.953 -3.141 1.505 -0.11
C -1.716 -4.291 1.402 -0.02
C -2.597 -4.470 0.345 -0.09
C -2.453 -3.608 -0.766 -0.01
C -1.737 -2.456 -0.693 -0.12
N -1.398 -2.030 0.668 0.00
C -1.532 -1.438 -1.728 -0.55
O -1.866 -1.594 -2.885 0.08
O -1.009 -0.310 -1.260 -0.25
H -1.510 -5.090 2.103 0.13
H -3.175 -5.378 0.257 0.09
H -2.857 -3.873 -1.735 0.13
O 4.190 -0.072 -2.218 0.12
C 3.478 0.208 -1.290 -0.55
O 2.416 1.016 -1.396 -0.20
C 3.787 -0.358 0.116 -0.12
C 3.332 0.571 1.229 -0.35
C 3.785 0.027 2.574 -0.11
C 3.037 -1.263 2.929 -0.09
C 2.546 -2.092 1.737 -0.19
O 1.924 0.633 1.195 -0.33
C 3.237 -1.808 0.367 -0.07
C 2.270 -2.336 -0.694 -0.54
O 2.300 -3.481 -1.062 0.14
O 1.360 -1.456 -1.075 -0.18
H 4.874 -0.426 0.131 0.15
H 3.743 1.575 1.074 0.16
H 4.863 -0.148 2.525 0.12
H 3.618 0.777 3.349 0.11
H 3.663 -1.894 3.562 0.12
H 2.153 -1.022 3.518 0.11
H 2.716 -3.144 1.942 0.14
H 4.089 -2.485 0.344 0.16
C -3.484 -1.206 3.434 -0.02
N -2.464 -0.729 2.499 -0.04
C -2.566 -1.223 1.163 -0.08
C -1.748 0.425 2.743 -0.32
N -0.853 0.861 1.895 0.14
C -0.013 1.901 2.415 -0.25
C 0.611 1.675 3.617 -0.06
C 1.331 2.674 4.285 -0.07
C 1.407 3.922 3.742 -0.04
C 0.881 4.170 2.453 -0.15
C 1.034 5.460 1.889 -0.04
C 0.647 5.707 0.609 -0.07
C 0.158 4.652 -0.179 -0.02
C -0.029 3.388 0.326 -0.22
N -0.337 2.339 -0.580 -0.01
C -1.311 2.562 -1.471 -0.39
N -1.212 2.140 -2.739 -0.12
C 0.071 1.793 -3.334 -0.03
C -2.363 1.587 -3.453 -0.02
N -2.451 3.216 -1.121 -0.13
C -3.129 4.135 -2.016 -0.04
C -2.926 3.215 0.247 -0.04
C 0.241 3.130 1.716 -0.05
N -2.133 1.074 3.918 -0.18
C -1.846 0.478 5.211 -0.07
C -2.331 2.511 3.950 -0.03
H -4.204 -1.807 2.886 0.09
H -4.006 -0.371 3.897 0.09
H -3.055 -1.839 4.211 0.09
H -3.420 -1.887 1.083 0.14
H -0.633 -1.368 0.638 0.09
H -2.647 -0.407 0.446 0.14
H 0.533 0.689 4.052 0.11
H 1.795 2.457 5.239 0.11
H 1.910 4.728 4.261 0.11
H 1.491 6.236 2.491 0.11
H 0.773 6.689 0.172 0.11
H -0.023 4.813 -1.236 0.12
H 0.883 2.303 -2.826 0.08
H 0.058 2.097 -4.381 0.10
H 0.235 0.712 -3.302 0.09
H -3.247 1.623 -2.823 0.09
H -2.154 0.541 -3.681 0.08
H -2.549 2.144 -4.373 0.10
H -2.571 4.236 -2.942 0.09
H -3.190 5.117 -1.538 0.10
H -4.142 3.799 -2.248 0.09
H -2.512 2.357 0.769 0.07
H -4.016 3.138 0.241 0.10
H -2.642 4.130 0.778 0.10
H -1.479 -0.540 5.096 0.09
H -2.738 0.460 5.843 0.09
H -1.070 1.058 5.722 0.09
H -2.514 2.891 2.948 0.08
H -1.477 3.049 4.372 0.09
H -3.213 2.719 4.560 0.10
```

Orbital gap, hartree: 0.264
Energy, eV: -67103.917
Molecular weight, g mol⁻¹: 794.977
Relative energy (zero: lowest compared OMol25 entry of this formula, charge and spin), kJ/mol: 296.3

---

Record 5
The following is a quantum chemistry calculation of C35H42ClN2O4Zr as an isolated structure, from OMol25.

The geometry in XYZ format:
```
85
Properties=species:S:1:pos:R:3:lowdin_charge:R:1
Zr 0.450 0.379 0.139 1.88
C -2.790 -0.747 3.398 -0.05
C -1.956 0.497 3.704 -0.38
C -2.019 0.839 5.198 -0.04
C -0.511 0.362 3.282 -0.21
C 0.199 -0.832 3.463 0.01
C 1.540 -0.930 3.152 -0.01
C 2.251 0.157 2.632 -0.30
C 3.717 0.025 2.345 -0.02
C 1.551 1.350 2.432 -0.13
C 0.189 1.451 2.772 -0.09
H -3.845 -0.536 3.570 0.09
H -2.518 -1.576 4.054 0.09
H -2.666 -1.090 2.369 0.07
H -2.373 1.346 3.152 0.12
H -3.054 0.974 5.511 0.09
H -1.468 1.753 5.423 0.09
H -1.589 0.029 5.791 0.09
H -0.310 -1.703 3.855 0.13
H 2.055 -1.871 3.303 0.14
H 3.887 -0.729 1.573 0.09
H 4.238 -0.305 3.244 0.10
H 4.157 0.968 2.028 0.08
H 2.084 2.235 2.097 0.12
H -0.320 2.401 2.657 0.12
O -1.300 -3.291 0.178 0.18
C -0.548 -2.374 0.163 -0.47
O -0.914 -1.077 0.292 -0.25
C 0.994 -2.493 -0.059 -0.49
O 1.513 -3.506 -0.400 0.18
O 1.592 -1.315 0.135 -0.22
C -3.508 -0.668 -3.274 -0.03
C -2.441 0.389 -3.362 -0.25
C -2.600 1.499 -4.185 0.00
C -1.620 2.480 -4.250 -0.26
C -1.779 3.665 -5.164 -0.04
C -0.475 2.362 -3.465 -0.01
C -0.282 1.261 -2.632 -0.28
C -1.276 0.276 -2.616 -0.01
N 0.798 1.111 -1.715 -0.14
C 2.236 1.293 -2.052 -0.44
C 2.564 2.454 -3.000 -0.09
C 4.082 2.578 -3.196 -0.27
C 4.762 2.847 -1.853 -0.11
C 4.465 1.687 -0.903 -0.27
C 4.983 0.371 -1.497 -0.10
C 4.319 0.120 -2.855 -0.27
C 4.628 1.282 -3.800 -0.11
C 2.804 0.001 -2.664 -0.07
C 2.945 1.585 -0.718 -0.13
H -3.898 -0.911 -4.262 0.09
H -4.348 -0.313 -2.672 0.08
H -3.129 -1.582 -2.819 0.08
H -3.492 1.591 -4.795 0.12
H -2.814 3.784 -5.478 0.08
H -1.171 3.540 -6.062 0.09
H -1.457 4.588 -4.678 0.08
H 0.234 3.173 -3.489 0.10
H -1.150 -0.618 -2.020 0.10
H 2.168 3.392 -2.596 0.12
H 2.099 2.272 -3.969 0.12
H 4.270 3.411 -3.877 0.15
H 4.404 3.789 -1.427 0.12
H 5.841 2.944 -1.992 0.13
H 4.935 1.870 0.066 0.13
H 4.769 -0.460 -0.817 0.12
H 6.068 0.425 -1.612 0.13
H 4.697 -0.813 -3.277 0.15
H 4.173 1.103 -4.777 0.13
H 5.706 1.368 -3.955 0.13
H 2.579 -0.847 -2.014 0.11
H 2.307 -0.177 -3.622 0.14
H 2.553 2.526 -0.305 0.12
H 2.802 0.784 0.032 0.06
Cl -5.280 1.699 0.715 0.75
C -3.724 2.315 0.328 -0.63
C -3.551 3.618 -0.110 -0.04
C -2.269 4.046 -0.413 -0.01
C -1.215 3.166 -0.271 -0.12
N -1.386 1.911 0.164 -0.05
C -2.622 1.489 0.450 -0.15
H -4.405 4.274 -0.219 0.12
H -2.092 5.050 -0.771 0.12
H -0.206 3.457 -0.535 0.12
H -2.735 0.457 0.757 0.10
```

Total charge: +1
Orbital gap, hartree: 0.267
Energy, eV: -61950.044
Molecular weight, g mol⁻¹: 681.408
Relative energy (zero: lowest compared OMol25 entry of this formula, charge and spin), kJ/mol: 0.0